# 1
ORCA calculation (wB97M-V/def2-TZVPD) on a structure of composition C12H32F10HfN2O8PS at a distorted geometry.

Computed properties:
multiplicity = 1
charge = +1
E_LUMO = -2.70 eV
HOMO-LUMO gap = 10.8684 eV
HOMO energy = -13.6 eV

Last column: natural (NBO) charge in e.
Element x y z (Å)
1 Hf -12.5035 -17.2857 -3.9356  2.623
2 P -8.6717 -16.9413 -2.8308  2.624
3 F -9.1677 -16.3770 -1.4313  -0.563
4 F -8.8525 -15.4631 -3.4877  -0.597
5 F -7.1599 -16.6380 -2.4813  -0.559
6 F -8.2975 -17.4969 -4.3012  -0.585
7 F -8.5766 -18.4268 -2.2376  -0.575
8 F -10.2918 -17.2448 -3.2311  -0.609
9 F -12.5348 -16.6320 -1.9393  -0.729
10 C -15.3211 -14.9615 -6.9713  0.732
11 F -14.4746 -14.6748 -7.9434  -0.299
12 F -15.1744 -14.0928 -5.9741  -0.315
13 F -16.5618 -14.8987 -7.4252  -0.290
14 S -15.0089 -16.6871 -6.3933  2.369
15 O -16.0410 -16.9889 -5.4331  -0.979
16 O -15.0028 -17.4956 -7.5710  -0.933
17 O -13.6652 -16.6094 -5.7457  -1.075
18 C -11.7033 -19.4398 -1.4607  -0.250
19 O -11.7247 -19.2535 -2.8993  -0.777
20 H -11.6010 -20.4956 -1.1995  0.199
21 H -10.9164 -18.8573 -0.9907  0.235
22 H -12.6685 -19.1824 -1.0291  0.191
23 H -11.1419 -19.9255 -3.2715  0.529
24 C -15.5969 -19.9013 -1.7373  -0.638
25 C -14.9489 -19.6554 -3.0942  -0.069
26 C -15.9246 -20.1469 -4.1586  -0.067
27 O -15.3730 -20.0643 -5.4464  -0.576
28 C -16.1840 -20.6144 -6.4785  -0.251
29 N -14.6146 -18.1527 -3.2022  -0.949
30 H -14.8936 -19.8034 -0.9142  0.229
31 H -16.0354 -20.8991 -1.6670  0.242
32 H -16.4626 -19.2445 -1.6041  0.221
33 H -14.0204 -20.2198 -3.1410  0.214
34 H -16.8478 -19.5538 -4.1271  0.193
35 H -16.1588 -21.1924 -3.9316  0.197
36 H -15.7758 -20.3354 -7.4435  0.220
37 H -17.1875 -20.1820 -6.4280  0.194
38 H -16.2676 -21.6961 -6.3514  0.184
39 H -14.7795 -17.8402 -2.2412  0.418
40 H -15.4459 -17.7999 -3.7003  0.447
41 C -10.9656 -12.9183 -3.7860  -0.633
42 C -11.7797 -14.1860 -3.5975  -0.089
43 C -13.2479 -13.9009 -3.5269  -0.063
44 O -13.9986 -15.1297 -3.5467  -0.572
45 C -15.2865 -14.9370 -2.9826  -0.251
46 N -11.4465 -15.2541 -4.5862  -0.903
47 H -11.3418 -12.3163 -4.6180  0.208
48 H -9.8947 -13.0941 -3.8626  0.248
49 H -11.0717 -12.3070 -2.8862  0.239
50 H -11.4654 -14.5608 -2.6194  0.242
51 H -13.5726 -13.2797 -4.3718  0.191
52 H -13.4567 -13.3599 -2.6012  0.212
53 H -15.2190 -14.8491 -1.8920  0.189
54 H -15.8891 -15.8103 -3.2139  0.196
55 H -15.8032 -14.0503 -3.3521  0.204
56 H -10.4285 -15.2755 -4.7019  0.435
57 H -11.6974 -14.8094 -5.4810  0.398
58 C -12.0784 -19.5484 -6.3878  -0.090
59 C -11.3697 -18.3569 -6.9153  -0.098
60 O -10.8975 -17.5770 -5.7824  -0.752
61 O -12.9137 -19.1354 -5.3059  -0.819
62 H -11.3517 -20.2650 -5.9846  0.185
63 H -12.5691 -20.0449 -7.2267  0.226
64 H -12.0509 -17.7073 -7.4778  0.210
65 H -10.5729 -18.5838 -7.6244  0.219
66 H -10.1364 -17.0915 -6.1240  0.533
67 H -13.7763 -19.6714 -5.3744  0.559

Forces on atoms 1 to 3 (eV/Å):
0.368 1.425 1.109
1.938 0.287 0.440
-0.414 -0.062 -0.019


# 2
ORCA calculation (wB97M-V/def2-TZVPD) on the molecule C4H7F2N at a distorted geometry.

Computed properties:
energy above the lowest of the compared OMol25 structures with the same formula, charge and spin = 246.2 kJ/mol
multiplicity = 1
E_LUMO = 0.96 eV
HOMO-LUMO gap = 9.8718 eV
HOMO energy = -8.9 eV

Last column: natural (NBO) charge in e.
Element x y z (Å)
1 N 1.9949 -0.8500 -0.1716  -0.892
2 C 1.8477 0.5558 0.1456  -0.239
3 C 0.6078 1.2457 0.0363  -0.271
4 C -0.5461 0.5624 -0.1997  0.368
5 F -1.8466 1.1008 -0.0194  -0.363
6 C -0.9281 -0.8942 -0.6448  -0.048
7 F -1.1087 -1.3177 0.7299  -0.391
8 H 2.8780 -1.3291 -0.3897  0.408
9 H 1.1487 -1.3580 0.4037  0.383
10 H 2.5838 1.0418 -0.5073  0.204
11 H 2.1168 0.8722 1.2104  0.173
12 H 0.6024 2.3141 0.3466  0.242
13 H -0.5288 -1.5882 -1.3940  0.220
14 H -2.0557 -0.8693 -0.8877  0.207

Forces on atoms 1 to 3 (eV/Å):
-4.515 -1.214 1.858
4.472 -0.041 0.417
-4.776 -0.547 -0.686